136
Properties=species:S:1:pos:R:3 method="wB97M-V/def2-TZVPD" fmax_ev_per_a=1.4 gap_ev=7.4 e_above_lowest_ev=0.674 total_energy_ev=-166181.449
Y -0.121 -0.047 0.682
C 1.706 0.432 -3.832
C 2.718 0.475 -2.687
C 4.086 0.927 -3.185
P 1.837 1.322 -1.249
C 3.092 2.037 -0.038
C 3.947 3.221 -0.477
C 3.941 0.906 0.535
C 1.119 2.854 -1.954
C 1.836 3.672 -2.821
C 1.282 4.832 -3.325
C 0.019 5.217 -2.914
C -0.699 4.408 -2.052
C -0.189 3.196 -1.593
Si -1.322 1.988 -0.598
C -2.539 1.290 -1.932
C -2.864 2.042 -3.056
C -3.797 1.614 -3.981
C -4.452 0.411 -3.789
C -4.133 -0.365 -2.692
C -3.170 0.051 -1.772
P -2.687 -1.050 -0.383
C -4.386 -1.474 0.285
C -5.031 -0.170 0.748
C -4.284 -2.441 1.459
C -2.054 -2.577 -1.283
C -1.104 -2.090 -2.378
C -3.060 -3.579 -1.838
C -2.436 3.201 0.388
C -3.647 3.652 -0.124
C -4.407 4.593 0.544
C -3.963 5.099 1.752
C -2.778 4.637 2.295
C -2.008 3.690 1.628
P -0.449 2.986 2.306
C 0.676 4.497 2.441
C 1.861 4.094 3.317
C 0.106 5.850 2.856
C -0.955 2.483 4.055
C -1.378 3.455 5.152
C -2.058 1.442 3.854
H 1.992 -0.313 -4.572
H 0.713 0.178 -3.456
H 1.641 1.402 -4.324
H 2.833 -0.545 -2.290
H 4.042 1.889 -3.689
H 4.812 0.982 -2.380
H 4.449 0.198 -3.910
H 2.420 2.383 0.765
H 4.603 2.968 -1.305
H 3.329 4.069 -0.765
H 4.575 3.532 0.359
H 4.653 0.535 -0.199
H 4.497 1.255 1.404
H 3.294 0.087 0.844
H 2.835 3.398 -3.112
H 1.841 5.438 -4.023
H -0.408 6.141 -3.275
H -1.680 4.730 -1.729
H -2.373 2.991 -3.209
H -4.022 2.221 -4.845
H -5.202 0.076 -4.492
H -4.645 -1.305 -2.560
H -4.985 -1.918 -0.516
H -4.382 0.331 1.468
H -5.209 0.512 -0.081
H -5.983 -0.379 1.233
H -3.887 -1.923 2.329
H -5.271 -2.820 1.713
H -3.633 -3.284 1.236
H -1.452 -3.086 -0.514
H -1.649 -1.584 -3.176
H -0.366 -1.393 -1.964
H -0.567 -2.931 -2.809
H -3.600 -3.183 -2.695
H -2.518 -4.465 -2.169
H -3.777 -3.888 -1.082
H -3.999 3.259 -1.066
H -5.337 4.938 0.120
H -4.541 5.849 2.274
H -2.459 5.026 3.246
H 1.030 4.599 1.402
H 1.578 4.097 4.368
H 2.196 3.091 3.057
H 2.692 4.785 3.182
H -0.255 5.837 3.882
H 0.898 6.598 2.792
H -0.702 6.159 2.195
H -0.048 1.963 4.395
H -2.362 3.872 4.949
H -1.444 2.895 6.087
H -0.662 4.261 5.286
H -3.027 1.916 3.700
H -1.837 0.848 2.963
H -2.129 0.781 4.717
Cl 0.818 -2.522 7.660
C 0.897 -1.733 6.129
C -0.049 -2.033 5.162
C -0.010 -1.353 3.963
Cl -1.215 -1.669 2.760
C 0.965 -0.379 3.635
O 0.966 0.274 2.521
C 1.925 -0.162 4.656
Cl 3.193 0.965 4.345
C 1.897 -0.806 5.875
H -0.803 -2.780 5.346
H 2.651 -0.576 6.613
Cl 0.912 -4.782 -3.764
C 0.727 -6.242 -2.847
C 0.049 -7.295 -3.439
C -0.189 -8.458 -2.729
C 0.219 -8.555 -1.408
C 0.898 -7.502 -0.830
Cl 1.392 -7.629 0.831
C 1.218 -6.326 -1.534
N 1.910 -5.323 -0.901
C 2.969 -4.578 -1.405
C 3.618 -4.955 -2.580
C 4.658 -4.205 -3.090
C 5.086 -3.076 -2.415
C 4.489 -2.730 -1.216
C 3.447 -3.475 -0.682
C 2.852 -3.093 0.644
C 1.504 -2.392 0.430
O 0.434 -2.912 0.761
O 1.553 -1.243 -0.104
H -0.304 -7.186 -4.454
H -0.709 -9.278 -3.195
H 0.021 -9.446 -0.831
H 1.829 -5.345 0.107
H 3.315 -5.863 -3.078
H 5.138 -4.513 -4.008
H 5.898 -2.483 -2.806
H 4.842 -1.868 -0.668
H 3.511 -2.375 1.139
H 2.715 -3.953 1.303

11
Properties=species:S:1:pos:R:3 method="wB97M-V/def2-TZVPD" fmax_ev_per_a=3.5 gap_ev=10.6 e_above_lowest_ev=0.590 total_energy_ev=-7199.197 smiles="CNC(N)=O"
C -0.993 0.707 1.137
N -0.622 0.125 -0.189
C 0.590 -0.524 -0.158
N 1.121 -0.817 -1.356
O 1.104 -0.932 0.898
H -1.953 0.175 1.503
H -0.082 0.469 1.804
H -1.111 1.797 1.042
H -0.819 0.764 -1.007
H 0.614 -0.631 -2.208
H 2.151 -1.132 -1.466

14
Properties=species:S:1:pos:R:3 method="wB97M-V/def2-TZVPD" fmax_ev_per_a=0.4 gap_ev=8.6 e_above_lowest_ev=4.951 total_energy_ev=-7357.304
O -0.361 0.482 -1.583
C -0.359 -0.498 -0.561
C 1.087 -1.027 -0.519
C 2.205 -0.216 -0.021
C -0.926 1.342 1.042
C -0.826 0.045 0.766
H -1.265 0.816 -1.661
H -1.017 -1.339 -0.840
H 1.328 -1.539 -1.459
H 1.183 -1.817 0.262
H 1.760 0.552 0.650
H -0.665 2.091 0.298
H -1.262 1.698 2.012
H -1.076 -0.699 1.524